Record 1
{"formula": "C24H29BBr63F", "method": "ωB97M-V with the def2-TZVPD basis set", "symbols": ["Br", "Br", "Br", "Br", "Br", "Br", "Br", "Br", "Br", "Br", "Br", "Br", "Br", "Br", "Br", "Br", "Br", "Br", "Br", "Br", "Br", "Br", "Br", "Br", "Br", "Br", "Br", "Br", "Br", "Br", "Br", "Br", "Br", "Br", "Br", "Br", "Br", "Br", "Br", "Br", "Br", "Br", "Br", "Br", "Br", "Br", "Br", "Br", "Br", "Br", "Br", "Br", "Br", "Br", "Br", "Br", "Br", "Br", "Br", "Br", "Br", "Br", "Br", "F", "C", "C", "C", "C", "C", "C", "C", "C", "C", "C", "C", "C", "C", "C", "C", "C", "C", "C", "C", "C", "C", "C", "C", "C", "B", "H", "H", "H", "H", "H", "H", "H", "H", "H", "H", "H", "H", "H", "H", "H", "H", "H", "H", "H", "H", "H", "H", "H", "H", "H", "H", "H", "H", "H"], "positions_angstrom": [[3.170, 4.602, 11.734], [-9.854, 3.475, -4.884], [-3.267, -4.728, 2.921], [5.710, 2.694, 11.324], [-3.604, -9.943, 4.498], [3.043, 1.057, 7.387], [-0.708, -0.188, -6.413], [-5.763, -8.224, 6.120], [-5.121, 2.436, -21.139], [4.029, 6.445, 15.274], [2.031, -0.432, 12.575], [-7.613, 0.851, -19.892], [-7.418, 4.032, -19.575], [7.596, 2.945, 8.038], [2.994, 2.612, -9.549], [0.790, -6.165, 2.823], [-1.215, -0.982, -10.923], [6.128, 5.761, 12.148], [3.779, 9.515, 14.401], [-4.624, -1.941, 11.274], [4.583, 7.539, 2.342], [0.295, -5.533, 5.914], [-5.603, -0.060, -5.556], [5.497, 5.362, 8.155], [-3.220, 1.395, -14.136], [-3.000, -1.538, 3.068], [-9.171, 1.588, -7.380], [-4.679, 3.008, -5.551], [2.294, -1.943, 15.390], [-1.808, 2.453, -2.352], [6.153, 3.942, 5.357], [-0.773, 3.353, -14.816], [1.576, -1.808, -7.966], [-0.912, 2.203, -10.767], [-0.500, 3.249, -5.161], [-0.897, -3.382, -6.666], [2.866, 5.651, -10.548], [-5.341, -4.954, 7.842], [-1.904, 5.494, -3.360], [1.927, -3.409, -0.697], [-0.163, 0.043, 14.859], [-2.347, -3.829, 8.041], [1.446, 0.432, -12.016], [-4.354, -4.981, 12.250], [-3.969, 1.124, -8.045], [2.746, -2.123, 7.150], [7.121, 5.636, 1.895], [-7.049, 3.104, -15.695], [5.447, -0.687, 6.177], [3.174, -6.554, 4.936], [-3.503, 4.546, -13.634], [-10.807, 0.415, -4.888], [-5.428, -11.351, 6.727], [-2.858, -6.927, 7.380], [-4.902, 1.419, -17.370], [4.005, -4.063, -3.049], [4.278, 3.424, -12.368], [-0.659, -3.283, 1.748], [6.612, 8.339, 15.327], [7.544, 8.696, 2.743], [-6.720, -0.040, -15.171], [-1.762, -3.107, 12.108], [1.591, -2.018, -3.561], [6.061, -3.194, 2.696], [4.002, -1.848, 2.775], [-3.671, -3.177, 12.416], [5.181, -2.509, 0.560], [6.400, 7.141, 2.875], [4.853, -2.950, 2.022], [0.011, 0.504, -10.724], [-6.618, 1.386, -16.475], [-2.057, -3.227, 3.086], [-2.697, 3.163, -14.722], [-4.262, 1.211, -6.134], [1.081, -1.211, 14.071], [5.994, 3.714, 7.272], [-3.506, -5.359, 8.308], [2.180, -3.594, -2.607], [3.966, -0.645, 7.419], [-0.300, -1.739, -7.496], [-7.001, 2.506, -20.689], [3.877, 4.001, -10.565], [-5.325, -9.959, 5.386], [1.263, -6.624, 4.641], [4.983, 4.209, 12.284], [4.690, 8.244, 15.539], [-9.456, 1.674, -5.469], [-0.907, 3.835, -3.363], [2.928, -2.662, 3.672], [0.955, -7.650, 4.800], [1.554, -4.416, -2.933], [5.121, -3.390, -0.108], [3.458, -1.194, 2.058], [4.496, -1.699, 0.230], [6.370, 6.854, 3.920], [-0.858, -1.630, -8.420], [4.308, -3.923, 2.046], [4.469, 8.517, 16.564], [-7.366, 1.181, -17.230], [-3.841, -2.864, 13.439], [5.190, 3.008, 7.441], [-3.490, -5.587, 9.367], [-3.078, 3.287, -15.729], [0.497, -2.037, 13.683], [-3.331, 0.929, -5.656], [-8.525, 1.384, -4.996], [1.780, -2.421, 3.511], [4.386, -0.759, 8.411], [4.664, -1.199, 3.383], [-6.070, -10.186, 4.633], [3.356, -3.491, 4.402], [-7.545, 2.630, -21.618], [-1.575, -3.313, 4.053], [6.227, -2.142, 0.529], [0.037, 4.029, -2.869], [0.463, 0.412, -9.742], [4.822, 4.201, -10.076], [4.945, 3.933, 13.332]], "mulliken_charge": [0.020, -0.010, 0.018, -0.022, -0.021, -0.018, 0.159, 0.019, -0.006, 0.013, 0.049, -0.028, 0.008, -0.031, 0.024, -0.009, -0.093, 0.030, -0.003, 0.007, -0.002, 0.068, -0.036, -0.021, 0.084, -0.039, 0.007, 0.004, -0.009, -0.020, -0.001, -0.027, -0.011, 0.043, 0.001, -0.045, -0.008, -0.043, -0.023, 0.084, -0.006, -0.043, 0.000, -0.026, 0.045, -0.050, -0.024, -0.012, -0.006, -0.046, -0.023, -0.016, -0.017, -0.015, 0.031, -0.042, -0.024, 0.005, -0.018, -0.015, -0.032, 0.067, 0.020, -0.362, -0.475, -0.351, -1.094, -0.137, 0.712, 0.047, -0.114, -0.179, -0.227, -0.003, -0.019, 0.334, -0.072, -0.449, -0.347, 0.096, -0.331, -0.335, -0.334, -0.371, -0.354, -0.327, -0.164, -0.366, 0.407, 0.374, 0.354, 0.132, 0.238, 0.302, 0.151, -0.139, 0.105, 0.333, 0.113, 0.347, -0.257, 0.154, 0.223, -0.065, -0.017, 0.172, -0.149, 0.374, 0.068, 0.346, -0.145, 0.348, 0.162, 0.382, 0.375, -0.004, 0.342, 0.334], "de_lowest_kj_mol": 0.0, "total_energy_ev": -4441420.7983}


Record 2
{"formula": "C24H29BN4O3", "method": "ωB97M-V with the def2-TZVPD basis set", "symbols": ["O", "O", "O", "N", "N", "N", "N", "C", "C", "C", "C", "C", "C", "C", "C", "C", "C", "C", "C", "C", "C", "C", "C", "C", "C", "C", "C", "C", "C", "C", "C", "B", "H", "H", "H", "H", "H", "H", "H", "H", "H", "H", "H", "H", "H", "H", "H", "H", "H", "H", "H", "H", "H", "H", "H", "H", "H", "H", "H", "H", "H"], "positions_angstrom": [[0.080, -3.220, -1.120], [-2.258, -4.141, 2.824], [1.395, -0.519, 0.363], [1.071, 3.454, -5.255], [-2.407, 0.269, -1.339], [2.305, 2.426, 3.021], [-5.072, 1.050, 1.059], [-0.047, -5.093, 0.352], [0.470, -2.788, 1.208], [-1.084, 1.686, -2.403], [-5.890, -0.006, 1.360], [-0.401, 0.450, -2.247], [-1.167, -4.179, 2.301], [-1.239, -0.404, -1.584], [0.699, 2.291, -5.872], [-6.634, 0.340, 2.455], [-0.187, -3.046, 2.343], [-5.290, 2.069, 1.946], [1.807, 1.493, -5.970], [3.425, 3.138, 3.360], [2.893, 2.205, -5.391], [2.829, -1.816, 2.104], [2.408, 3.411, -4.962], [3.763, 2.101, 1.394], [0.158, -3.649, 0.016], [-0.684, -5.341, 1.492], [-6.253, 1.659, 2.827], [4.351, 2.954, 2.369], [2.499, 1.792, 1.823], [3.263, -3.303, 2.045], [-2.320, 1.546, -1.833], [1.559, -1.630, 1.173], [3.466, 3.709, 4.271], [-1.108, -1.424, -1.269], [0.319, -5.871, -0.298], [-4.743, 2.993, 1.873], [1.729, 1.175, 1.374], [-6.643, 2.237, 3.647], [2.895, 4.238, -4.475], [-0.857, -6.350, 1.833], [-5.871, -0.908, 0.773], [-3.140, 2.239, -1.736], [3.913, 1.870, -5.301], [1.838, 0.510, -6.407], [0.459, 4.221, -5.048], [-3.202, -0.120, -0.872], [4.219, 1.755, 0.480], [2.639, -3.931, 2.673], [-7.370, -0.281, 2.937], [-0.318, 2.131, -6.186], [-0.020, -2.507, 3.264], [3.144, -3.672, 1.026], [2.461, -1.594, 3.110], [5.339, 3.384, 2.344], [1.928, -0.665, -0.427], [-0.708, 2.575, -2.882], [3.634, -1.149, 1.816], [1.467, 2.376, 3.569], [4.302, -3.442, 2.331], [0.595, 0.219, -2.584], [-4.412, 1.082, 0.307]], "mulliken_charge": [-0.595, -0.544, -0.287, 0.028, 0.120, 0.003, 0.118, -0.659, 0.453, -0.612, -0.427, -0.464, 0.072, -0.583, -0.552, -0.470, -0.315, -0.291, -0.327, -0.511, -0.415, -0.417, -0.526, -0.409, 0.468, -0.396, -0.585, -0.527, -0.610, -1.189, -0.518, 0.190, 0.397, 0.483, 0.462, 0.361, 0.610, 0.383, 0.393, 0.454, 0.336, 0.392, 0.404, 0.414, 0.206, 0.145, 0.411, 0.304, 0.389, 0.381, 0.446, 0.308, 0.268, 0.392, 0.192, 0.489, 0.456, 0.205, 0.384, 0.526, 0.187], "total_energy_ev": -38135.6655, "smiles": "CCB(O)C1=CC(=O)C=CC1=O.c1cc[nH]c1.c1cc[nH]c1.c1cc[nH]c1.c1cc[nH]c1"}


Record 3
{"formula": "C24H29CrN3O7S", "method": "ωB97M-V with the def2-TZVPD basis set", "symbols": ["Cr", "S", "O", "O", "O", "O", "O", "O", "O", "N", "N", "N", "C", "C", "C", "C", "C", "C", "C", "C", "C", "C", "C", "C", "C", "C", "C", "C", "C", "C", "C", "C", "C", "C", "C", "C", "H", "H", "H", "H", "H", "H", "H", "H", "H", "H", "H", "H", "H", "H", "H", "H", "H", "H", "H", "H", "H", "H", "H", "H", "H", "H", "H", "H", "H"], "positions_angstrom": [[-0.471, -0.283, -0.532], [-0.646, -0.159, -3.899], [2.533, -0.434, -0.745], [0.638, 1.641, -0.609], [-0.409, 0.002, 1.334], [-1.313, -0.606, 3.312], [-1.506, -1.113, -4.540], [-2.044, 1.228, -0.666], [-1.084, 1.186, -3.660], [0.445, -2.083, -0.846], [-1.989, -1.524, 0.008], [-0.216, -0.748, -2.434], [2.309, -0.948, -6.480], [-3.751, -3.079, -0.294], [1.112, -1.030, -5.783], [1.745, 0.941, -4.517], [0.849, -0.091, -4.795], [2.915, 0.917, -0.848], [-3.966, -3.104, 1.077], [0.821, -3.216, -0.246], [4.531, 0.149, -6.970], [0.930, -4.288, -2.369], [-3.270, 1.065, -1.422], [1.965, 1.724, -0.029], [3.321, -1.289, -1.561], [-0.253, 2.625, -0.034], [3.234, 0.057, -6.207], [-3.168, -2.330, 1.904], [-1.520, 2.568, -0.812], [1.100, -4.342, -0.985], [2.931, 1.002, -5.221], [-2.748, -2.279, -0.801], [-2.190, -1.553, 1.330], [0.261, -2.027, -2.175], [-1.251, -0.670, 2.121], [0.491, -3.134, -2.987], [2.875, 1.247, -1.890], [1.443, -5.241, -0.493], [0.375, -1.790, -6.022], [0.191, 3.614, -0.122], [1.491, 1.688, -3.772], [4.605, 1.110, -7.485], [-4.353, -3.669, -0.973], [-2.545, -2.226, -1.867], [1.138, -5.167, -2.968], [2.280, 2.765, -0.034], [-3.762, 0.167, -1.074], [-4.748, -3.726, 1.496], [2.524, -1.673, -7.260], [3.107, -1.121, -2.620], [3.079, -2.316, -1.299], [0.321, -3.082, -4.051], [3.635, 1.804, -5.018], [4.386, -1.122, -1.386], [0.937, -3.186, 0.831], [-2.235, 3.282, -0.407], [-3.914, 1.915, -1.215], [-3.276, -2.307, 2.979], [1.928, 1.361, 0.999], [-3.062, 1.010, -2.485], [3.931, 1.073, -0.475], [4.614, -0.642, -7.714], [-1.344, 2.770, -1.865], [5.387, 0.076, -6.296], [-0.419, 2.393, 1.014]], "lowdin_spin": [0.972, 0.002, 0.001, 0.009, 0.009, 0.001, -0.002, 0.004, 0.000, -0.010, -0.005, 0.005, 0.000, 0.000, 0.001, 0.001, 0.001, 0.000, -0.001, 0.002, 0.000, 0.003, 0.000, 0.000, 0.000, 0.000, 0.001, 0.000, 0.000, -0.002, 0.000, 0.000, 0.000, 0.007, 0.003, -0.001, 0.000, 0.000, 0.000, 0.000, 0.000, 0.000, 0.000, 0.000, 0.000, 0.000, 0.000, 0.000, 0.000, 0.000, 0.000, 0.000, 0.000, 0.000, 0.000, 0.000, 0.000, 0.000, 0.000, 0.000, 0.000, 0.000, 0.000, 0.000, 0.000], "de_lowest_kj_mol": 22.3, "total_energy_ev": -83412.7866, "charge": 1, "spin_multiplicity": 2}